Record 1
This record from the OMol25 dataset describes a molecular structure, C3H5I3O. The level of theory is wB97M-V/def2-TZVPD.

Properties
- Highest occupied orbital energy: -8.54 eV
- E_tot: -29538.261 eV
- 2S+1: 1
- ΔE to the lowest compared entry with this formula, charge and spin: 178.25 kJ/mol
- Orbital gap: 7.89 eV

XYZ file:
```
12
C3H5I3O (wB97M-V/def2-TZVPD)
C 1.7828 -0.2406 0.6353
C 0.1265 0.1073 -0.9289
C -1.8264 0.0729 -0.0430
O 0.9610 -0.7492 -0.4184
I -1.8952 -1.6112 1.3176
I -3.3047 -0.0570 -1.5490
I -1.8422 1.8701 1.1346
H 2.7072 0.2308 0.2090
H 1.9585 -0.9876 1.3390
H 1.1067 0.6007 1.0910
H -0.0477 -0.3851 -1.9503
H 0.2735 1.1489 -0.8370
```

Record 2
This record from the OMol25 dataset describes a molecular structure, C3H5IN2S. The level of theory is wB97M-V/def2-TZVPD.

Properties
- Highest occupied orbital energy: -7.86 eV
- E_tot: -25105.697 eV
- 2S+1: 1
- ΔE to the lowest compared entry with this formula, charge and spin: 71.93 kJ/mol
- Orbital gap: 7.46 eV

XYZ file:
```
12
C3H5IN2S (wB97M-V/def2-TZVPD)
C -0.5944 -0.3080 -0.2180
C 1.4667 0.2740 1.0917
C -1.8410 -0.9747 -0.7834
N 0.0340 0.6921 -0.6893
N 1.3116 0.8851 -0.1894
S 0.2038 -1.0007 1.2398
I 1.9815 2.7364 -0.8034
H 2.5636 -0.0493 1.2580
H 1.3725 1.0180 1.8896
H -2.4863 -1.5257 0.0117
H -1.4189 -1.5475 -1.5950
H -2.5932 -0.2000 -1.2122
```

Record 3
This record from the OMol25 dataset describes 2 unconnected molecules or ions with the total composition C3H5IO. The level of theory is wB97M-V/def2-TZVPD.

Properties
- Highest occupied orbital energy (spin up / spin down): -7.64 / -8.19 eV
- E_tot: -13336.069 eV
- 2S+1: 1
- ΔE to the lowest compared entry with this formula, charge and spin: 318.79 kJ/mol
- Orbital gap (spin up / spin down): 7.41 / 8.32 eV

XYZ file:
```
10
C3H5IO (wB97M-V/def2-TZVPD)
C 0.3309 -0.6074 -0.8675
C 0.1604 -1.6035 0.1458
C -0.5315 1.8667 0.0393
O 0.9480 -0.5105 -1.8734
I 0.5602 2.2457 1.8068
H -0.4225 -1.1236 0.9932
H -0.4413 -2.5175 -0.3353
H 1.2239 -1.9356 0.5592
H -0.1765 2.4669 -0.7067
H -1.6515 1.7189 0.2386
```

Record 4
This record from the OMol25 dataset describes a molecular structure, C3H5IO. The level of theory is wB97M-V/def2-TZVPD.

Properties
- Highest occupied orbital energy (spin up / spin down): -6.81 / -9.19 eV
- E_tot: -13333.688 eV
- <S²>: 2.0106
- 2S+1: 3
- ΔE to the lowest compared entry with this formula, charge and spin: 195.91 kJ/mol
- Orbital gap (spin up / spin down): 7.36 / 8.26 eV

XYZ file:
```
10
C3H5IO (wB97M-V/def2-TZVPD)
C -0.1467 -1.3454 1.0755
C -1.6640 -0.4439 0.3086
C -0.1710 0.8601 -0.9300
O -1.4535 0.2354 -0.7531
I -3.3791 -1.7580 0.5400
H -0.2699 -1.9100 1.9728
H 0.6071 -0.6379 0.8321
H -0.4571 1.7629 -1.6075
H 0.3399 0.1159 -1.5321
H 0.2538 1.0129 0.0726
```

Record 5
This record from the OMol25 dataset describes a molecular structure, C3H5LaLiO3. The level of theory is wB97M-V/def2-TZVPD.

Properties
- Highest occupied orbital energy (spin up / spin down): -9.93 / -9.99 eV
- E_tot: -10389.692 eV
- 2S+1: 1
- Total charge: +1
- ΔE to the lowest compared entry with this formula, charge and spin: 66.65 kJ/mol
- Orbital gap (spin up / spin down): 5.57 / 5.65 eV

XYZ file:
```
13
C3H5LaLiO3 (wB97M-V/def2-TZVPD)
O -2.3383 -0.0789 -0.0062
C -1.4962 0.7072 0.7484
C -1.9306 -1.4447 0.0227
O -1.5345 1.9192 0.4299
O -0.0462 -0.1980 -0.3823
C -0.6136 -1.4494 -0.7445
H -2.7170 -2.0588 -0.4283
H -1.6939 -1.7890 1.0421
H -0.8204 -1.6595 -1.8056
H 0.0019 -2.3009 -0.4110
H -1.0954 0.3471 1.7147
Li -0.6105 1.3240 -1.5062
La 2.7581 -0.1571 0.0899
```

Record 6
This record from the OMol25 dataset describes a molecular structure, C3H5LuO3. The level of theory is wB97M-V/def2-TZVPD.

Properties
- Highest occupied orbital energy (spin up / spin down): -16.91 / -17.79 eV
- E_tot: -42932.261 eV
- 2S+1: 1
- Total charge: +2
- ΔE to the lowest compared entry with this formula, charge and spin: 300.69 kJ/mol
- Orbital gap (spin up / spin down): 5.26 / 5.89 eV

XYZ file:
```
12
C3H5LuO3 (wB97M-V/def2-TZVPD)
H 0.8657 -2.1086 0.1238
O -1.6241 -0.9288 -0.1717
C -0.3796 -0.8000 -0.7114
C -1.9165 0.1431 0.7352
O 0.6386 -1.1990 0.4287
O -0.1215 0.6771 -0.6019
C -1.2469 1.3126 0.0452
H -1.4836 -0.0585 1.7256
H -3.0031 0.2416 0.8163
H -0.8912 2.0896 0.7293
H -1.8854 1.7586 -0.7275
Lu 1.9125 0.4592 0.2417
```

Record 7
This record from the OMol25 dataset describes a molecular structure, C3H5LuO3. The level of theory is wB97M-V/def2-TZVPD.

Properties
- Highest occupied orbital energy (spin up / spin down): -22.10 / -25.35 eV
- E_tot: -42915.491 eV
- <S²>: 0.7565
- 2S+1: 2
- Total charge: +3
- ΔE to the lowest compared entry with this formula, charge and spin: 109.28 kJ/mol
- Orbital gap (spin up / spin down): 5.83 / 8.92 eV

XYZ file:
```
12
C3H5LuO3 (wB97M-V/def2-TZVPD)
H -0.8630 -0.9047 1.7986
C -1.2450 -1.3077 0.8507
C -0.2102 -2.0739 0.0715
O 1.0494 -1.5052 0.0110
C 1.2563 -0.2256 -0.1212
O 2.5198 -0.0033 -0.0432
H -2.0756 -1.9846 1.0776
H -1.7793 -1.1070 -0.9414
H 2.7388 0.9356 -0.1250
Lu -0.4787 1.4314 -0.3244
O -1.6912 -0.3357 -0.1233
H -0.2433 -2.8950 -0.6434
```

Record 8
This record from the OMol25 dataset describes a molecular structure, C3H5MgO3Pr. The level of theory is wB97M-V/def2-TZVPD.

Properties
- Highest occupied orbital energy (spin up / spin down): -9.82 / -12.16 eV
- E_tot: -28840.589 eV
- <S²>: 3.7577
- 2S+1: 4
- Total charge: +1
- Orbital gap (spin up / spin down): 5.21 / 7.46 eV

XYZ file:
```
13
C3H5MgO3Pr (wB97M-V/def2-TZVPD)
O -0.7744 2.2200 -0.4646
C -1.7741 1.4539 -0.0635
C -1.7187 0.1072 -0.0602
O -0.5382 -0.4711 -0.5282
C 0.0646 -1.4909 0.2645
Pr 1.1291 1.4261 -1.0047
H -2.7065 1.9379 0.2583
H -2.4474 -0.5686 0.3849
H 0.0666 -2.3956 -0.3600
H -0.3961 -1.5408 1.2622
Mg 4.8512 0.3557 -0.0550
O 2.9862 0.3583 -0.1280
H 1.2576 -1.3919 0.4944
```

Record 9
This record from the OMol25 dataset describes a molecular structure, C3H5N. The level of theory is wB97M-V/def2-TZVPD.

Properties
- Highest occupied orbital energy: -9.78 eV
- E_tot: -4679.784 eV
- 2S+1: 1
- ΔE to the lowest compared entry with this formula, charge and spin: 200.00 kJ/mol
- Orbital gap: 10.92 eV

XYZ file:
```
9
C3H5N (wB97M-V/def2-TZVPD)
C -0.3624 0.9957 0.4858
C -0.6145 -0.4763 0.0978
C 0.7816 -0.3023 -0.4132
N 0.8169 1.0763 0.0904
H -0.8748 1.7719 0.8802
H -0.8045 -1.0729 1.0939
H -1.4082 -0.7387 -0.6853
H 1.7231 -0.8001 0.0055
H 0.7430 -0.4536 -1.5549
```

Record 10
This record from the OMol25 dataset describes a single C3H5N molecule. The level of theory is wB97M-V/def2-TZVPD.

Properties
- Highest occupied orbital energy (spin up / spin down): -9.59 / -8.21 eV
- E_tot: -4678.200 eV
- 2S+1: 1
- ΔE to the lowest compared entry with this formula, charge and spin: 352.82 kJ/mol
- Orbital gap (spin up / spin down): 8.88 / 7.91 eV

XYZ file:
```
9
C3H5N (wB97M-V/def2-TZVPD)
C 1.9157 -0.2962 -0.0063
C 0.7444 0.4903 -0.1090
C -0.6316 0.0796 0.0157
N 3.1032 0.1025 0.0519
H 1.6149 -1.3474 -0.0673
H 0.8712 1.5071 -0.2338
H -0.7763 -0.8395 -0.6286
H -1.2842 0.9629 -0.1646
H -0.8664 -0.4579 0.9073
```

Record 11
This record from the OMol25 dataset describes a single C3H5N molecule. The level of theory is wB97M-V/def2-TZVPD.

Properties
- Highest occupied orbital energy: -11.70 eV
- E_tot: -4681.719 eV
- 2S+1: 1
- ΔE to the lowest compared entry with this formula, charge and spin: 13.36 kJ/mol
- Orbital gap: 12.50 eV

XYZ file:
```
9
C3H5N (wB97M-V/def2-TZVPD)
C -0.0283 0.7605 0.7235
C -0.3501 -0.4830 -0.1478
C 0.5787 -0.6808 -1.3105
H -0.1574 1.6270 0.0849
H -0.7318 0.7731 1.6004
H 0.9866 0.7090 1.1371
H -0.2533 -1.3929 0.4876
H -1.3855 -0.3831 -0.4340
N 1.3412 -0.9297 -2.1411
```

Record 12
This record from the OMol25 dataset describes a single C3H5N molecule. The level of theory is wB97M-V/def2-TZVPD.

Properties
- Highest occupied orbital energy: -9.15 eV
- E_tot: -4680.430 eV
- 2S+1: 1
- ΔE to the lowest compared entry with this formula, charge and spin: 137.71 kJ/mol
- Orbital gap: 10.05 eV

XYZ file:
```
9
C3H5N (wB97M-V/def2-TZVPD)
C 0.5077 0.1404 -0.2323
C 0.8384 1.4162 -0.3637
C -1.1176 -1.2527 0.5263
N -0.3138 -0.3185 0.8114
H 1.0303 -0.6005 -0.8370
H 1.3631 1.8632 -1.1927
H 0.5425 2.0728 0.4510
H -1.6955 -1.6887 1.3333
H -1.1550 -1.6322 -0.4964
```

Record 13
This record from the OMol25 dataset describes a molecular structure, C3H5N2. The level of theory is wB97M-V/def2-TZVPD.

Properties
- Highest occupied orbital energy: -15.55 eV
- E_tot: -6160.150 eV
- 2S+1: 1
- Total charge: +1
- ΔE to the lowest compared entry with this formula, charge and spin: 554.08 kJ/mol
- Orbital gap: 7.94 eV

XYZ file:
```
10
C3H5N2 (wB97M-V/def2-TZVPD)
C -1.0365 -0.7691 0.1096
C 0.3233 -1.2156 -0.1308
C -0.3491 1.1012 -0.0953
N -1.5530 0.3211 0.0675
N 0.7987 0.1279 0.0731
H 0.7622 -1.9689 0.5236
H 0.3912 -1.5457 -1.1802
H -0.2981 1.6207 -1.0565
H -0.4353 2.0429 0.8124
H 1.3965 0.2856 0.8765
```

Record 14
This record from the OMol25 dataset describes a gas-phase ion, C3H5N2 (charge +1). The level of theory is wB97M-V/def2-TZVPD.

Properties
- Highest occupied orbital energy: -13.25 eV
- E_tot: -6159.856 eV
- 2S+1: 1
- Total charge: +1
- ΔE to the lowest compared entry with this formula, charge and spin: 582.42 kJ/mol
- Orbital gap: 7.33 eV

XYZ file:
```
10
C3H5N2 (wB97M-V/def2-TZVPD)
C 0.4897 -0.0643 -0.0047
C -0.7729 -0.7772 -1.9915
C -0.5880 0.9400 1.9903
N 0.2775 -0.8195 -1.1525
N -0.2517 0.5143 0.8497
H 1.6353 0.1174 -0.0302
H -0.5282 -1.0972 -2.9642
H -1.0017 1.9403 1.9346
H -0.5202 0.4993 2.9472
H 1.2603 -1.2529 -1.5787
```

Record 15
This record from the OMol25 dataset describes a gas-phase ion, C3H5N2O (charge +1). The level of theory is wB97M-V/def2-TZVPD.

Properties
- Highest occupied orbital energy: -14.33 eV
- E_tot: -8209.340 eV
- 2S+1: 1
- Total charge: +1
- ΔE to the lowest compared entry with this formula, charge and spin: 371.80 kJ/mol
- Orbital gap: 9.03 eV

XYZ file:
```
11
C3H5N2O (wB97M-V/def2-TZVPD)
C -1.3964 -0.2245 -0.2453
C 0.9990 0.1632 0.5637
C -0.6399 0.1619 0.7504
N 2.5295 1.2804 -0.9363
N 1.8501 0.7957 -0.2572
O -0.8787 -0.5768 -1.4421
H -2.5373 -0.1644 0.0040
H 1.4092 0.3367 1.5449
H 1.0513 -0.9817 0.2982
H -1.0138 0.3942 1.7110
H -1.3730 -1.1845 -1.9914
```

Record 16
This record from the OMol25 dataset describes a gas-phase ion, C3H5N2O (charge +1). The level of theory is wB97M-V/def2-TZVPD.

Properties
- Highest occupied orbital energy (spin up / spin down): -14.19 / -13.63 eV
- E_tot: -8207.603 eV
- 2S+1: 1
- Total charge: +1
- ΔE to the lowest compared entry with this formula, charge and spin: 539.37 kJ/mol
- Orbital gap (spin up / spin down): 8.39 / 7.86 eV

XYZ file:
```
11
C3H5N2O (wB97M-V/def2-TZVPD)
C 1.4040 0.1737 0.1823
C -0.7805 0.8997 -0.2628
C -0.7298 -1.4068 -0.0492
N 0.5849 1.1713 0.2025
N 1.3355 -0.9902 -0.1284
O -1.2385 -0.3110 0.3509
H -1.4572 1.6922 0.0663
H -0.7706 0.7887 -1.3537
H -1.0589 -2.2636 0.5476
H 0.8253 2.0755 0.5908
H 1.8859 -1.8294 -0.1462
```

Record 17
This record from the OMol25 dataset describes 2 unconnected molecules or ions with the total composition C3H5N2O2. The level of theory is wB97M-V/def2-TZVPD.

Properties
- Highest occupied orbital energy (spin up / spin down): -13.11 / -11.12 eV
- E_tot: -10251.195 eV
- 2S+1: 1
- Total charge: +1
- ΔE to the lowest compared entry with this formula, charge and spin: 818.35 kJ/mol
- Orbital gap (spin up / spin down): 5.31 / 2.99 eV

XYZ file:
```
12
C3H5N2O2 (wB97M-V/def2-TZVPD)
C -1.2767 2.2576 3.5658
C -0.9715 0.2625 2.3039
C 0.4611 -1.0548 -2.6619
N -1.1184 1.4217 2.6541
N 1.1982 -0.9026 -0.4208
O -0.9502 -0.7326 1.7583
O 1.4562 -0.9501 -1.6836
H -1.7917 3.1908 3.3272
H 0.6875 -1.7185 -3.5798
H 0.7900 -0.0149 -3.0597
H -0.5724 -1.1177 -2.1151
H 2.0879 -0.6415 -0.0884
```

Record 18
This record from the OMol25 dataset describes 2 unconnected molecules or ions with the total composition C3H5N2O2. The level of theory is wB97M-V/def2-TZVPD.

Properties
- Highest occupied orbital energy (spin up / spin down): -11.83 / -14.98 eV
- E_tot: -10250.350 eV
- <S²>: 2.0161
- 2S+1: 3
- Total charge: +1
- ΔE to the lowest compared entry with this formula, charge and spin: 519.34 kJ/mol
- Orbital gap (spin up / spin down): 7.79 / 7.43 eV

XYZ file:
```
12
C3H5N2O2 (wB97M-V/def2-TZVPD)
C -1.0943 -0.7179 0.0940
C 0.4731 0.6305 0.6386
C 1.1750 0.9326 -0.6667
N -1.8484 0.0847 -0.3180
N 1.5239 -0.0238 0.3754
O -0.5328 -1.8560 0.1649
O -2.4728 1.0581 -0.1580
H -0.2441 1.0146 1.3952
H 1.6779 1.9020 -0.6186
H 0.5035 0.5517 -1.4280
H -1.1303 -2.6767 0.0093
H 1.9692 -0.8998 0.5120
```

Record 19
This record from the OMol25 dataset describes a molecular structure, C3H5N2OP. The level of theory is wB97M-V/def2-TZVPD.

Properties
- Highest occupied orbital energy (spin up / spin down): -8.36 / -8.36 eV
- E_tot: -17506.086 eV
- 2S+1: 1
- ΔE to the lowest compared entry with this formula, charge and spin: 270.76 kJ/mol
- Orbital gap (spin up / spin down): 8.22 / 8.22 eV

XYZ file:
```
12
C3H5N2OP (wB97M-V/def2-TZVPD)
C 0.7229 -1.2981 -0.6431
C 0.8171 -0.0743 -1.2787
C -0.6373 -1.7019 -0.1769
N -1.6337 -0.9007 -0.2283
N -0.8058 1.7102 1.1217
O -0.1633 0.6836 -1.6175
P -1.6443 0.6829 -0.8277
H 1.6682 -2.0198 -0.7494
H 1.7579 0.2807 -1.6589
H -0.8916 -2.7366 0.0086
H -0.6876 2.6437 0.7579
H -1.6253 1.8997 1.8574
```

Record 20
This record from the OMol25 dataset describes a single C3H5N3 molecule. The level of theory is wB97M-V/def2-TZVPD.

Properties
- Highest occupied orbital energy (spin up / spin down): -7.87 / -7.87 eV
- E_tot: -7658.001 eV
- 2S+1: 1
- ΔE to the lowest compared entry with this formula, charge and spin: 429.83 kJ/mol
- Orbital gap (spin up / spin down): 8.69 / 8.69 eV

XYZ file:
```
11
C3H5N3 (wB97M-V/def2-TZVPD)
N -1.9180 -0.1935 0.3172
C -0.6428 -0.4796 0.0171
C 0.4776 -1.1834 -0.0311
C 1.7078 -0.1846 0.0413
N 1.4470 1.0609 -0.1286
N 0.2026 1.4358 -0.1274
H -2.6825 -0.8329 0.4981
H -2.1711 0.7357 0.0261
H 0.7208 -2.2138 -0.3173
H 2.6936 -0.4092 0.4687
H 0.1650 2.2647 -0.7644
```